123
Properties=species:S:1:pos:R:3:forces:R:3 method="wB97M-V/def2-TZVPD" e_homo_ev=-11.8 max_force_ev_per_a=8.1 multiplicity=1 total_charge=+1 homo_lumo_gap_ha=0.37159
N -16.949642 -18.284761 -0.928432 2.6401 -1.5765 -2.9259
H -16.828447 -18.779381 -0.109850 0.5211 -1.2389 2.5009
H -17.763880 -17.808565 -0.877501 -3.9131 1.9069 0.1788
H -17.007180 -19.045682 -1.676114 0.3257 1.6362 0.6781
H -16.214869 -17.574181 -1.005191 0.3887 -0.5933 -0.4774
C -13.766607 -15.343508 4.216929 -0.6659 3.3138 -2.9830
C -14.339450 -15.239441 2.789061 0.6961 2.2138 0.2830
C -13.283399 -14.536005 1.743435 -3.4106 2.3366 1.3656
O -13.320498 -15.466524 0.741447 1.0458 -1.1786 -2.2586
C -13.892598 -16.627955 1.098578 0.1945 -0.8833 -1.8957
O -13.936175 -17.615555 0.384202 0.0582 1.2684 0.8491
O -14.435839 -16.502253 2.269025 0.1798 -3.5131 -0.0276
H -12.797452 -15.705322 4.105505 1.4468 -1.5003 0.2327
H -14.509437 -15.875148 4.688170 -0.9070 -1.1979 2.1751
H -13.584197 -14.297519 4.507029 -0.6580 -0.3487 0.6620
H -15.451345 -15.034659 2.666204 1.5480 1.7740 0.6524
H -12.301116 -14.156890 1.991901 0.6733 -1.2280 0.9034
H -13.698483 -13.554449 1.400019 -0.4276 -0.9841 -0.1129
C -21.987994 -18.366898 -4.120629 1.9320 -0.4516 1.8382
C -21.845707 -19.540214 -3.019853 -1.1909 -1.7120 -2.3354
C -21.232444 -18.995721 -1.779485 0.4543 2.7133 -6.1498
S -21.750550 -17.346303 -1.673812 -1.1312 -0.6664 -1.1726
O -20.601825 -16.520703 -1.794851 0.9958 1.5609 0.2226
O -22.663599 -17.320271 -0.568034 -0.3843 0.9682 0.7793
C -22.668067 -17.346198 -3.212227 2.7274 4.2035 -1.5975
H -22.605250 -18.635611 -5.009902 0.8683 0.1836 0.6900
H -20.857007 -18.133151 -4.289033 -2.2119 0.0501 -0.5399
H -21.180416 -20.278636 -3.447232 0.2709 -0.3113 -0.0614
H -22.796051 -20.144394 -2.870662 0.8087 1.1540 0.0513
H -20.214576 -18.941407 -1.821379 2.6696 -0.1944 -0.1754
H -21.546362 -19.279793 -0.944512 -2.5139 -3.4908 6.9112
H -22.961424 -16.252631 -3.499939 1.2027 -1.8314 0.1198
H -23.537406 -17.749683 -3.000863 -4.5163 -1.9932 1.3961
C -12.379542 -21.254676 -2.553095 -0.0198 -3.7720 1.4623
C -12.852523 -22.754363 -2.433518 -0.1494 0.3105 -0.8455
C -14.150077 -22.832628 -1.665270 -1.9718 3.2692 -5.2541
S -14.093375 -21.495079 -0.564927 -1.4258 1.6335 -0.5491
O -13.857787 -22.025686 0.737337 -0.1095 -0.0332 1.0303
O -15.230403 -20.616762 -0.837922 0.3744 -0.3619 0.4563
C -12.623173 -20.734784 -1.181002 3.0290 -2.9967 2.3576
H -13.089055 -20.911514 -3.213339 -1.1135 1.7816 -1.8296
H -11.367248 -21.312190 -2.920195 0.2194 0.6968 -0.0718
H -12.196298 -23.294379 -1.792330 1.2935 -0.7714 -0.3644
H -13.064199 -23.138623 -3.451981 0.8719 -0.3681 0.7541
H -14.283275 -23.683026 -1.160746 -0.5864 -3.3297 1.9145
H -15.007709 -22.690066 -2.514070 1.5542 -0.1444 2.4981
H -11.814513 -21.112648 -0.354735 -1.6449 0.9050 -2.1898
H -12.638320 -19.725881 -1.168705 -0.5371 3.3891 0.5694
C -18.852858 -12.868271 -1.712869 -2.0547 1.0821 -3.1558
C -19.761890 -13.429669 -0.615096 -0.3310 2.7698 1.2188
C -18.836418 -13.393567 0.618155 -2.1460 -1.2002 0.3549
S -17.327340 -13.997811 0.003626 0.7464 3.9691 4.4469
O -17.373530 -15.363632 0.298368 0.6469 -4.6149 -0.2242
O -16.332526 -13.218826 0.761181 0.1773 -0.6740 -1.8261
C -17.515439 -13.661192 -1.659540 -2.2306 -0.6217 -1.8628
H -18.825970 -11.788738 -1.538093 1.0515 -0.0882 0.3166
H -19.361400 -12.780116 -2.855278 1.4037 -1.0474 2.9848
H -20.112084 -14.360270 -0.834018 -0.6865 -2.8607 -0.5453
H -20.691801 -12.826563 -0.382254 1.1458 -0.3339 -0.5925
H -19.111806 -14.078961 1.480337 0.1876 0.6415 -1.2787
H -18.821246 -12.404578 1.015807 0.6248 0.8158 0.0379
H -17.592303 -14.592704 -2.269824 -0.0980 0.4677 0.8212
H -16.675301 -13.184142 -2.019485 1.7597 1.3613 -0.6980
C -11.576344 -15.656368 -3.847580 -1.9231 0.5850 -0.0287
C -12.470873 -15.283714 -5.018842 -1.0314 -0.3837 1.2468
C -13.669410 -16.091869 -4.851984 -0.0855 3.3162 4.9602
S -14.134648 -16.193617 -3.100484 4.8182 5.1932 -2.2525
O -14.519756 -17.442279 -2.691600 -2.4874 -5.2960 1.7237
O -14.895955 -14.999809 -2.857595 -0.9034 -0.1386 0.2361
C -12.452491 -15.821660 -2.558430 -0.2601 1.7501 -1.5062
H -10.927952 -14.840688 -3.889449 1.7948 0.8148 1.0328
H -11.155301 -16.546564 -4.168971 1.4417 -1.8761 0.2508
H -12.204290 -15.391896 -6.024327 1.5706 -0.5406 -1.2906
H -12.655168 -14.286939 -4.927625 -0.9286 3.0045 0.2834
H -13.583849 -16.879645 -5.357114 1.1108 -7.4312 -3.1438
H -14.565085 -15.808149 -5.136778 -4.2545 2.6987 -2.2290
H -12.104750 -16.530180 -1.910204 0.8699 -2.4742 1.3026
H -12.572310 -14.991207 -1.872546 0.1970 0.7918 -0.4812
C -15.431048 -19.974457 -5.499119 1.4545 -2.0837 4.5360
C -16.410489 -21.183011 -5.639406 1.3230 -1.4649 -1.7242
C -17.753025 -20.762250 -5.046050 -1.2799 -2.1168 1.1395
S -17.852563 -19.020959 -5.108693 1.1117 2.6680 -2.9719
O -17.953422 -18.414110 -3.831303 -1.0660 0.1210 2.3325
O -18.673337 -18.514520 -6.203308 0.0669 -1.0941 1.0901
C -16.147611 -18.677941 -5.581552 -0.1642 -0.4841 2.3426
H -14.403155 -19.868287 -5.833733 -0.2148 -0.8535 -1.4094
H -15.101270 -20.330433 -4.408528 -0.7102 2.0411 -1.1256
H -16.034360 -22.201249 -5.197243 -0.5352 2.1531 -0.4698
H -16.464699 -21.407089 -6.710003 -0.7099 -0.0636 0.0482
H -17.874692 -21.048677 -3.946920 0.3404 0.4780 -1.3383
H -18.635132 -21.226999 -5.571890 0.9185 0.6614 0.3952
H -15.723434 -17.850871 -4.999609 -0.3821 -0.6253 0.6329
H -16.172173 -18.249876 -6.502568 -0.2243 0.5799 -3.2399
C -17.453983 -22.605514 0.624258 -2.5614 -3.0767 1.1026
C -18.402990 -21.599803 1.205186 -0.3982 0.3661 4.4333
C -19.754972 -21.683167 0.524435 -0.7939 1.3395 -0.5020
S -19.290363 -21.786798 -1.139359 -0.7535 -1.8986 -1.8894
O -18.680907 -20.571406 -1.599343 -0.4899 1.6168 -0.5519
O -20.180543 -22.593095 -1.987346 0.3783 1.8268 0.8573
C -17.961650 -22.742023 -0.797836 3.1615 -1.8256 0.2299
H -17.534093 -23.585950 1.289282 -0.2893 1.5165 -1.8549
H -16.470978 -22.372018 0.819786 2.2003 1.0178 -0.3331
H -17.949058 -20.596790 1.160184 -0.5993 -0.1826 -0.0451
H -18.501050 -21.895172 2.351980 -0.0540 1.1102 -2.2162
H -20.516249 -20.920791 0.543534 0.3681 1.2828 0.6514
H -20.414591 -22.493700 0.663445 0.0055 -1.8418 0.6278
H -17.251331 -22.586486 -1.564434 1.2183 1.1941 -0.6758
H -18.188652 -23.691004 -1.132602 -1.0546 -2.5856 0.2683
C -21.339468 -17.951776 4.123141 1.5763 5.3542 -3.0113
C -19.866196 -18.027231 4.532269 0.3184 -1.2903 -0.1083
C -19.027376 -17.476855 3.379190 5.0653 -1.3063 -0.0944
S -19.914177 -17.345511 1.928106 -4.4224 0.0105 1.7771
O -19.436908 -18.069056 0.820527 1.9599 -1.0770 -2.3878
O -20.386479 -15.998293 1.829186 0.5546 0.8432 -0.5224
C -21.334663 -18.217986 2.571713 -0.1985 -0.4482 0.6656
H -21.897931 -16.956506 4.499199 1.6019 -1.9421 -1.3024
H -21.900894 -18.662712 4.443793 -3.2562 -4.6566 2.7825
H -19.496323 -19.050549 4.899726 -0.7425 1.1884 -1.0901
H -19.754407 -17.443604 5.386050 0.4414 1.2483 1.4465
H -18.072844 -18.089305 3.104496 -1.8878 -0.1085 0.5226
H -18.389368 -16.587538 3.418424 -1.0362 0.7652 0.9155
H -21.421286 -19.298511 2.347848 1.1142 0.1615 0.4246
H -22.147841 -17.917051 1.959002 -0.9823 1.2033 -0.1747

***

123
Properties=species:S:1:pos:R:3:forces:R:3 method="wB97M-V/def2-TZVPD" e_homo_ev=-10.9 max_force_ev_per_a=9.9 multiplicity=1 total_charge=+1 homo_lumo_gap_ha=0.26749
C 3.692896 1.534790 -5.119297 -3.9200 0.7026 1.0418
C 2.228601 1.800708 -5.152301 3.8777 -0.3303 -1.0617
C 1.262120 2.247806 -3.906027 -0.0881 -1.7383 -0.6140
C 1.488238 1.025071 -2.780665 0.5922 -0.2192 0.7348
C 1.604681 -0.476413 -3.404596 -4.4187 -3.6553 -2.9838
O 0.670519 -1.201213 -4.013521 5.3897 5.3486 3.9366
I 3.543429 -1.566596 -3.173825 -1.2632 0.9444 0.0358
C -0.278462 2.173415 -4.453429 0.2690 -0.9256 -0.0771
C -1.279901 2.829125 -3.378479 -0.1213 -3.5876 -0.2408
C -2.806589 2.431152 -3.769657 -0.9243 -1.3664 -0.3341
C -3.190982 2.459413 -5.362839 -0.1226 0.9531 -0.1752
O -4.619909 2.054330 -5.587445 1.5707 -2.6434 1.1910
C -4.796591 0.609838 -5.384328 1.3479 -4.7843 -2.5836
C -5.599603 0.181054 -3.980232 -0.5286 1.1761 -1.0124
O -4.370598 -0.337263 -6.231856 -2.4267 6.7290 5.2689
N -1.036400 4.284384 -2.951378 1.7084 -0.5313 -2.4391
C -1.425156 5.317576 -3.972594 -2.6366 2.4756 -1.9966
C -0.659540 5.401628 -5.388454 1.4930 1.4439 -1.8853
C 0.156463 6.862339 -5.523711 -0.9102 -1.0600 -0.2882
O -1.595546 5.454218 -6.564288 1.0726 -1.8895 1.5178
O -1.745582 4.285417 -1.814424 -2.0413 0.3378 2.6717
C -2.593081 5.345783 -1.444810 -3.0541 3.8554 2.6021
C -4.151486 5.381404 -1.954959 -0.3277 0.7938 -0.0586
C 0.399961 4.546429 -2.538601 2.6988 1.2076 -0.2331
P 0.682627 4.607581 -0.611999 -0.5769 4.9431 5.9013
O 0.088618 5.955766 0.048753 1.5146 -5.4527 -3.2555
O 2.403741 4.791546 -0.189979 -3.2541 -3.6133 -1.2644
O 0.182485 3.152589 0.208554 0.4998 2.7775 -1.8785
C 1.593793 3.669771 -3.190731 1.2954 -1.0597 0.5515
B 2.599771 4.714513 -3.987712 1.8495 2.2340 -0.2428
O 2.818339 4.932388 -5.399689 -1.4747 -1.1082 2.1501
O 3.375582 5.633944 -3.075009 -0.8196 -3.0983 -2.9675
C 4.743809 5.819861 -3.580875 1.5726 1.2603 -0.0118
C 5.581626 4.422955 -3.830574 -0.4041 0.0757 -0.8456
H 4.251094 1.556113 -4.066715 -1.2082 0.0541 -2.5930
H 4.320883 1.253832 -6.068876 -1.5946 0.5522 2.0262
H 1.711859 1.657306 -6.219534 1.0559 0.4453 2.5447
H 2.504538 1.183139 -2.170364 -2.1944 -0.2211 -1.5628
H 0.651615 0.992805 -1.964253 1.3111 0.0305 -1.5228
H -0.416289 2.518219 -5.585087 0.4247 -0.3655 2.6323
H -0.558206 1.011712 -4.493681 0.4913 2.4843 0.1875
H -1.080145 2.219889 -2.365393 -0.3023 1.7010 -2.1543
H -3.659824 2.983835 -3.200423 1.8372 -0.7552 -0.9505
H -2.920408 1.284141 -3.447804 0.4975 2.5231 -0.5355
H -2.537152 1.763669 -6.042095 -1.0794 1.4623 1.4195
H -3.171107 3.600348 -5.686315 -0.0058 -2.5661 0.2693
H -5.693505 -0.978042 -3.845107 0.5653 2.3968 -0.4284
H -5.092955 0.743488 -3.082280 -0.9718 -1.2950 -1.7399
H -6.700453 0.620282 -4.074658 2.3636 -0.8580 0.1753
H -2.583773 5.179433 -4.227569 2.6258 0.0515 0.6714
H -1.337418 6.440875 -3.568801 -0.0850 -2.8699 -0.2415
H 0.128531 4.604833 -5.656836 -1.4120 0.9639 1.1259
H -0.659438 7.661945 -5.781690 1.5972 -1.4067 0.7455
H 0.849752 6.755385 -6.461138 -1.1626 0.3532 2.0636
H 0.734409 7.096461 -4.530788 -0.9464 -0.2688 -2.0675
H -1.572739 4.555538 -7.011279 -0.1124 1.5982 0.7873
H -2.705165 5.280780 -0.250459 0.7424 -0.2411 -2.8049
H -2.195445 6.466071 -1.580534 -0.2812 -2.7904 0.1087
H -4.723520 6.113660 -1.204799 1.4146 -1.6034 -1.5646
H -4.720424 4.358037 -1.887004 1.2549 1.9506 -0.3052
H -4.259230 5.910158 -3.019405 0.1412 -1.4896 2.2173
H 0.590250 5.683567 -2.858899 -0.3467 -2.4265 1.1502
H 2.731287 3.851259 0.040412 -0.4245 2.0006 -0.3750
H -0.566830 3.310253 0.853709 1.1403 0.2497 -1.0148
H 2.287809 3.332122 -2.269354 -1.4922 0.9816 -1.9969
H 2.247542 4.412943 -6.023406 0.9768 0.4195 1.0667
H 5.329547 6.436084 -2.744640 -1.4690 -1.4099 -1.7476
H 4.702002 6.525236 -4.538911 0.2346 -1.7659 1.9193
H 5.401237 3.951134 -4.912351 0.2377 1.2296 2.3142
H 6.722180 4.681700 -3.769489 -2.2181 -0.6964 0.1262
H 5.245168 3.591893 -3.065226 0.9145 1.8323 -1.2247
O -1.847710 -0.609944 2.980476 -2.8383 -1.8909 -3.1351
P -1.172714 -1.620231 2.020661 8.2284 2.0422 5.1691
O -0.413024 -2.467637 3.223454 -0.7159 -0.0507 -0.2963
C -1.189616 -3.365282 3.995782 -0.0198 -0.4607 0.3851
C -1.559876 -4.603582 3.201828 -0.0429 -0.1308 -0.0829
O 0.105095 -0.628259 1.621877 -1.0173 -0.1030 -1.1835
C -0.016236 0.780058 1.744194 0.2819 0.0943 0.3879
C 0.442008 1.250932 3.116294 0.1690 -0.0024 0.1807
O -0.418553 -2.749007 0.948278 -3.6560 0.5458 -0.5328
C -1.227305 -3.139207 -0.152212 -0.0067 -0.3404 -0.7122
C -1.672747 -1.957552 -0.992831 0.2309 0.0732 -0.2378
H -2.086970 -2.861911 4.371955 0.0682 -0.0043 0.0447
H -0.584302 -3.657760 4.858875 0.0170 0.1744 -0.1324
H -2.295665 -4.359152 2.430000 -0.0961 -0.0547 -0.0380
H -1.999324 -5.363850 3.852579 0.0134 0.0776 -0.0586
H -0.685197 -5.026332 2.698392 -0.0797 0.0646 0.1655
H -1.040638 1.100673 1.527761 -0.0274 -0.0706 0.1575
H 0.619687 1.234605 0.979265 -0.0126 -0.4804 0.1512
H 0.017144 0.656296 3.931736 -0.1430 0.1240 -0.2871
H 0.173491 2.299642 3.274378 0.0488 -0.0320 0.0370
H 1.528883 1.156953 3.201508 -0.0975 0.0556 -0.0620
H -2.096607 -3.690530 0.218938 0.0016 -0.1245 -0.1626
H -0.636119 -3.825726 -0.766448 0.0073 0.0736 0.1890
H -2.317973 -1.284109 -0.424775 -0.2017 0.0687 0.1391
H -2.228380 -2.296911 -1.870904 0.0317 0.0508 0.0728
H -0.809130 -1.369468 -1.322624 -0.0762 -0.1678 -0.0049
O 1.789776 -8.104565 6.311511 1.0252 -3.5869 2.7251
P 1.330914 -7.961635 7.783435 -3.3851 8.7847 -2.9163
O -0.232611 -7.570309 7.403714 -0.0080 -0.7103 -0.0292
C -1.097044 -8.613633 6.991911 -0.3713 -0.0806 -0.0242
C -1.483571 -9.506091 8.155939 -0.0396 -0.1327 0.1311
O 1.897375 -6.406458 7.974168 0.6929 -1.1444 0.7672
C 2.946762 -5.920627 7.152100 0.1927 0.1548 -0.5140
C 2.396013 -5.242264 5.906762 -0.1701 0.1920 -0.1275
O 0.818236 -7.801942 9.427989 1.7500 -3.1512 -0.8944
C 1.393484 -8.751351 10.314063 0.2451 -0.2151 0.7824
C 2.909654 -8.700391 10.314596 0.0480 0.2809 0.2364
H -0.629721 -9.198451 6.192080 -0.0439 0.0445 -0.0225
H -1.996932 -8.146042 6.581501 0.1760 0.0926 0.0168
H -0.628861 -10.107759 8.478919 -0.0246 -0.0838 0.0251
H -2.284639 -10.191967 7.868775 0.0840 0.0179 0.0141
H -1.811100 -8.914141 9.015909 0.0039 -0.0361 -0.1880
H 3.644744 -6.725534 6.899150 -0.1918 0.1082 -0.0888
H 3.513538 -5.190132 7.736284 -0.1671 -0.0651 0.1357
H 1.625472 -5.837654 5.405939 0.2684 -0.1264 0.1313
H 3.198000 -5.038838 5.190997 -0.0678 0.0069 0.0713
H 1.924173 -4.292034 6.174756 0.1059 -0.0366 0.0067
H 1.047174 -9.752827 10.041098 -0.0245 -0.0692 0.1933
H 1.017583 -8.532258 11.318450 -0.0705 0.0560 -0.1933
H 3.318739 -8.976169 9.340365 0.0586 -0.1344 -0.1650
H 3.318106 -9.388352 11.059431 -0.0149 0.0359 -0.1155
H 3.262962 -7.686692 10.533748 -0.0972 -0.1791 0.0138